Density functional theory data (wB97M-V/def2-TZVPD) for a single C18H24N4O4S molecule.

Last column: Mulliken charge in e.
Positions of all 51 atoms, in Å:
C 1.6113 -2.7291 0.1391  -0.892
O 2.0867 -1.4075 0.1919  -0.153
C 2.4814 -0.9195 -1.0668  -0.414
C 2.9002 0.5444 -0.9228  -1.236
N 1.7935 1.3754 -0.5396  0.369
C 0.7369 1.7113 -1.3371  0.358
S 0.6363 1.2470 -3.0088  -0.163
C -0.8858 2.1138 -3.5129  -0.776
C -2.1213 1.3231 -3.0823  0.631
O -2.7015 0.5757 -3.8411  -0.659
N -2.4862 1.5749 -1.8150  -0.044
C -3.4990 0.7870 -1.1424  -1.550
C -2.8671 -0.3162 -0.3272  0.517
C -2.1112 0.0017 0.7933  -0.379
C -1.4931 -0.9788 1.5642  -0.902
C -1.6672 -2.2833 1.1724  0.903
C -2.4102 -2.6093 0.0384  0.963
C -3.0142 -1.6454 -0.7308  -1.163
O -2.4114 -3.9715 -0.1280  -0.520
C -1.6856 -4.4946 0.9614  -0.281
O -1.1904 -3.4348 1.7510  -0.509
N -0.1217 2.4391 -0.6723  -0.352
N 0.3546 2.5869 0.5761  -0.836
C 1.4906 1.9599 0.6670  0.418
C 2.3264 1.8903 1.8965  0.704
C 1.8630 0.7102 2.7557  -1.093
C 2.2203 3.2046 2.6684  -1.710
H 1.2919 -2.9865 1.1466  0.214
H 0.7615 -2.8111 -0.5491  0.344
H 2.3995 -3.4180 -0.1888  0.368
H 1.6526 -1.0021 -1.7857  0.446
H 3.3325 -1.4991 -1.4563  0.398
H 3.6744 0.6228 -0.1580  0.402
H 3.2899 0.8964 -1.8832  0.439
H -0.8575 3.1103 -3.0768  0.397
H -0.8377 2.1557 -4.6002  0.412
H -1.8351 2.0992 -1.2255  0.361
H -4.0775 1.4533 -0.4960  0.322
H -4.1492 0.3665 -1.9122  0.484
H -1.9940 1.0364 1.0783  0.499
H -0.9089 -0.7319 2.4338  0.468
H -3.5783 -1.9055 -1.6107  0.425
H -0.8441 -5.0998 0.5878  0.264
H -2.3456 -5.1324 1.5730  0.284
H 3.3707 1.7278 1.6067  0.284
H 2.5059 0.6091 3.6269  0.485
H 0.8441 0.8852 3.0912  0.250
H 1.8953 -0.2122 2.1811  0.059
H 2.7952 3.1440 3.5891  0.440
H 1.1803 3.4052 2.9075  0.335
H 2.5989 4.0314 2.0724  0.392

Computed properties:
DFT total energy in a.u.: -1618.4727
SMILES string: COCCn1c(SCC(=O)NCc2ccc3c(c2)OCO3)nnc1C(C)C

***

Density functional theory data (wB97M-V/def2-TZVPD) for a 6-piece molecular cluster, C18H24O18 overall.

Last column: Mulliken charge in e.
Positions of all 60 atoms, in Å:
O 8.6388 8.4772 12.7229  -0.599
C 8.6599 7.9489 11.6012  0.646
O 9.7138 7.2502 11.1836  -0.273
C 9.5463 6.9340 9.7884  -0.482
C 8.1855 7.4953 9.4249  -0.206
O 7.7260 8.2045 10.6232  -0.292
H 10.2837 7.5343 9.2860  0.294
H 9.7656 5.9195 9.5139  0.322
H 7.4282 6.7866 9.1972  0.398
H 8.2549 8.2077 8.6171  0.139
O 13.5524 10.8193 20.0586  -0.569
C 13.6573 10.4738 18.8968  0.587
O 12.6745 10.1687 18.0350  -0.430
C 13.2401 9.9278 16.7109  0.835
C 14.7123 9.7640 16.9258  -0.041
O 14.8620 10.4017 18.2590  -0.397
H 12.7255 9.0324 16.2618  -0.332
H 12.9267 10.7477 16.0775  -0.086
H 15.3633 10.2636 16.2310  0.217
H 14.9706 8.7134 17.0195  0.229
O 13.9599 8.2663 14.3526  -0.410
C 13.3118 7.2816 14.6608  0.466
O 12.0561 6.9619 14.1752  -0.061
C 11.5652 5.7204 14.7386  -0.430
C 12.7025 5.3147 15.7600  -0.352
O 13.7706 6.2414 15.4727  -0.368
H 10.6682 5.9471 15.2956  0.265
H 11.3877 5.0212 13.9305  0.331
H 13.0364 4.3252 15.4028  0.275
H 12.3838 5.3512 16.7780  0.304
O 6.3492 8.8185 7.2281  -0.543
C 6.4621 9.7232 7.9865  0.660
O 5.6967 9.9929 9.0008  -0.359
C 6.1805 11.1718 9.7640  -0.351
C 7.6423 11.2724 9.2962  0.316
O 7.5160 10.6627 7.9848  -0.456
H 5.6121 12.0218 9.3947  0.316
H 5.9633 10.8705 10.8127  0.252
H 8.3921 10.6790 9.8520  -0.172
H 8.0433 12.3149 9.2758  0.394
O 14.2581 11.1552 13.6767  -0.416
C 14.9420 11.6868 12.7951  0.567
O 16.2701 11.4615 12.4886  -0.325
C 16.6380 12.2975 11.4468  -0.323
C 15.3231 12.8798 10.8535  -0.305
O 14.4155 12.5436 11.8607  -0.313
H 17.2644 13.0503 11.9081  0.312
H 17.0669 11.6636 10.6412  0.260
H 15.1293 12.4584 9.8825  0.269
H 15.3147 13.9881 10.7620  0.237
O 8.4283 11.8266 12.3683  -0.588
C 9.4440 11.2258 12.6284  0.709
O 10.0953 11.2283 13.7984  -0.449
C 11.1366 10.1836 13.7687  0.924
C 11.2373 9.8816 12.2800  -0.096
O 10.0143 10.3790 11.7186  -0.377
H 11.9730 10.6482 14.2872  -0.487
H 10.7483 9.3909 14.3925  0.017
H 11.2469 8.8134 12.0869  0.184
H 12.0513 10.3806 11.7313  0.164

Computed properties:
DFT total energy in a.u.: -2054.6265
SMILES string: O=C1OCCO1.O=C1OCCO1.O=C1OCCO1.O=C1OCCO1.O=C1OCCO1.O=C1OCCO1

***

Density functional theory data (wB97M-V/def2-TZVPD) for a 3-piece molecular cluster, C18H24O5P overall.

Last column: Mulliken charge in e.
Positions of all 48 atoms, in Å:
C 5.5216 -1.6198 -2.5939  -0.733
O 4.1549 -1.2760 -2.4541  -0.321
C 3.7624 -0.2456 -3.3249  -0.752
C 2.3089 0.0796 -3.0031  -0.224
C 1.5592 0.7964 -4.1286  -0.722
C 0.0304 0.6490 -4.0602  -0.689
P -0.5249 -1.0542 -4.0181  0.317
C -2.1956 -1.2750 -4.5920  -0.952
H 5.7626 -1.8917 -3.6297  0.309
H 6.1666 -0.7882 -2.2839  0.306
H 5.7101 -2.4742 -1.9454  0.243
H 4.4049 0.6372 -3.1941  0.351
H 3.8621 -0.5650 -4.3761  0.362
H 2.2722 0.6860 -2.0922  0.257
H 1.8319 -0.8752 -2.7465  0.179
H 1.7738 1.8680 -4.0941  0.402
H 1.9079 0.4465 -5.1073  0.388
H -0.4038 1.1371 -3.1808  0.448
H -0.4447 1.0926 -4.9431  0.457
H 0.3397 -1.8103 -4.8103  0.157
H -0.4082 -1.5979 -2.7471  0.093
H -2.4951 -2.3134 -4.4355  0.374
H -2.8348 -0.6278 -3.9925  0.354
H -2.2587 -1.0283 -5.6538  0.399
C -1.4596 -0.2275 0.5456  -0.336
C -1.5316 -0.5531 1.8346  -0.353
C -2.6325 -1.4209 2.3362  0.275
O -2.7280 -1.6939 3.5095  -0.513
C -3.6261 -1.9242 1.3473  -0.482
C -3.5382 -1.5978 0.0607  -0.418
C -2.4450 -0.7315 -0.4290  0.457
O -2.3625 -0.4449 -1.6182  -0.505
H -0.6787 0.4144 0.1557  0.497
H -0.8208 -0.1939 2.5712  0.547
H -4.4146 -2.5530 1.7405  0.427
H -4.2511 -1.9391 -0.6792  0.428
C -2.1675 1.8896 6.6301  -0.463
C -1.7141 1.4226 5.4708  -0.093
C -0.2913 1.5799 5.0854  0.603
O 0.1257 1.1597 4.0221  -0.553
C 0.6139 2.2618 6.0401  -0.409
C 0.1632 2.7303 7.2002  -0.411
C -1.2654 2.5855 7.5871  0.286
O -1.6788 3.0129 8.6397  -0.518
H -3.1992 1.7873 6.9414  0.429
H -2.3483 0.8995 4.7662  0.281
H 1.6478 2.3525 5.7328  0.420
H 0.7994 3.2340 7.9166  0.400

Computed properties:
Net charge: +1
DFT total energy in a.u.: -1417.5114

***

Density functional theory data (wB97M-V/def2-TZVPD) for C18H25AlBBrClF5LiN4O9 as an isolated structure.

Last column: Mulliken charge in e.
Positions of all 66 atoms, in Å:
Br -3.5292 -0.2798 1.5214  -0.232
C -3.0234 0.3915 -0.2143  -0.564
C -1.7423 -0.3303 -0.6718  -0.458
C -0.6246 0.6110 -1.1311  -1.060
C -0.4900 0.8907 -2.6091  -0.089
C -0.0454 -0.2771 -3.4891  -0.579
O -0.6561 0.0572 -4.7519  -0.404
C -1.9340 0.3456 -4.3932  -0.366
N -1.6787 1.4506 -3.3745  0.075
H -2.8376 1.4499 -0.0792  0.448
H -3.8468 0.2466 -0.9018  0.418
H -1.9687 -1.0866 -1.4175  0.209
H -1.4260 -0.8882 0.2104  0.045
H -0.6672 1.5524 -0.5857  0.661
H 0.3270 0.1363 -0.8937  0.303
H 0.2911 1.6261 -2.7420  0.283
H 1.0292 -0.2973 -3.5972  0.367
H -0.4346 -1.2752 -3.2831  0.388
H -2.5675 0.6264 -5.2243  0.382
H -2.4391 -0.4434 -3.8239  0.308
H -2.4443 1.6588 -2.7421  0.329
H -1.2973 2.3092 -3.8357  0.454
N 1.2213 2.6454 -4.6523  1.295
O 1.8596 1.9822 -3.7980  -0.690
O 1.7070 2.9051 -5.7418  -0.765
O 0.0469 3.0506 -4.3630  -0.809
Li -0.7687 -0.7060 1.9683  0.930
O 4.0780 1.2753 -6.0565  -0.422
H 3.5882 0.4726 -6.2667  0.293
H 3.3850 1.9568 -5.9424  0.368
C 0.5774 -6.8301 4.0096  -0.431
C -0.4423 -6.0538 4.5496  -0.539
C -0.7037 -4.7999 4.0340  -0.313
C 0.0746 -4.3560 2.9746  0.318
C 1.1006 -5.1081 2.4208  -0.309
C 1.3478 -6.3582 2.9521  -0.522
N -0.1994 -3.0578 2.4203  1.324
O -1.0817 -2.3418 2.9040  -0.814
O 0.4475 -2.6329 1.4777  -0.715
H 0.7737 -7.8123 4.4166  0.406
H -1.0339 -6.4278 5.3723  0.393
H -1.4899 -4.1834 4.4420  0.440
H 1.6886 -4.7270 1.6000  0.436
H 2.1402 -6.9666 2.5417  0.395
C -4.8434 2.1735 5.3948  -0.712
C -3.8512 1.7355 4.5262  -0.044
C -2.5564 1.5751 4.9771  -0.336
C -2.2665 1.8475 6.2963  0.131
C -3.2275 2.2914 7.1801  -0.507
C -4.5268 2.4553 6.7176  -0.349
N -0.8802 1.6401 6.7607  1.033
O -0.0697 1.2576 5.9354  -0.633
O -0.6377 1.8518 7.9223  -0.575
H -5.8590 2.2936 5.0442  0.402
H -4.0708 1.5188 3.4922  0.299
H -1.7728 1.2392 4.3157  0.466
H -2.9690 2.5017 8.2069  0.465
H -5.2935 2.7995 7.3968  0.390
B 7.2306 2.8678 -6.2050  0.831
F 8.1996 3.8012 -6.1261  -0.256
F 6.9055 2.3759 -4.9390  -0.309
F 6.1000 3.3100 -6.9186  -0.274
F 7.6698 1.7088 -7.0063  -0.235
F 9.2723 3.2878 -4.3858  -0.299
Al 5.8761 1.2018 -7.7018  0.283
Cl 5.2592 3.8654 -4.1172  0.039

Computed properties:
Net charge: +1
DFT total energy in a.u.: -5404.8530

***

Density functional theory data (wB97M-V/def2-TZVPD) for C18H25AuClN2O4Si2 as an isolated structure.

Last column: Mulliken charge in e.
Positions of all 53 atoms, in Å:
Au -0.6120 -0.3847 0.4959  0.164
O -4.1338 4.1676 0.1491  -0.589
C -4.0821 3.7710 -1.1083  0.469
O -4.9548 4.0410 -1.9015  -0.637
C -2.8796 2.9793 -1.5166  -0.220
C -2.5865 2.6067 -2.8102  0.427
Cl -3.4939 2.9522 -4.2112  -0.201
N -1.4248 1.8931 -2.7962  0.550
N -0.9726 1.7714 -1.5320  -0.708
C -1.8165 2.4132 -0.7589  -0.081
C -1.5364 2.4715 0.7276  1.154
O -2.1840 3.3117 1.3776  -0.807
O -0.7170 1.6571 1.2206  -0.796
C -0.6449 1.2470 -3.8099  1.165
C -0.8361 1.4460 -5.1718  -0.905
C -0.0303 0.7764 -6.0832  -0.719
C 0.9690 -0.0800 -5.6563  -0.524
C 1.1600 -0.2628 -4.2937  -0.487
C 0.3609 0.3897 -3.3734  -0.482
H -3.3193 3.8669 0.6785  0.491
H -1.5901 2.1166 -5.5380  0.335
H -0.1920 0.9414 -7.1405  0.367
H 1.5913 -0.5987 -6.3734  0.401
H 1.9287 -0.9335 -3.9350  0.398
H 0.4949 0.2366 -2.3120  0.338
C -0.9995 -4.6135 -2.0357  -1.151
Si -0.5435 -2.8312 -1.6156  -0.131
C -1.2557 -1.7235 -2.9629  -0.265
C 1.3369 -2.7711 -1.7160  -1.043
C -1.1080 -2.3443 0.0690  -0.241
Si -2.9229 -2.3168 0.4894  0.186
C -3.9079 -1.1705 -0.6258  -0.724
C -3.7258 -4.0248 0.3828  -1.166
C -3.2087 -1.7593 2.2631  -1.092
H -0.5267 -4.9314 -2.9690  0.336
H -2.0774 -4.7394 -2.1464  0.332
H -0.6676 -5.2892 -1.2435  0.290
H -0.5699 -1.6415 -3.8094  0.253
H -1.4245 -0.7185 -2.5679  -0.280
H -2.2101 -2.0981 -3.3377  0.484
H 1.6875 -2.8755 -2.7459  0.248
H 1.7781 -3.5773 -1.1246  0.412
H 1.7065 -1.8267 -1.3158  0.300
H -0.6079 -3.0087 0.7896  0.569
H -3.8959 -1.4851 -1.6696  0.291
H -3.4995 -0.1573 -0.5798  -0.017
H -4.9500 -1.1251 -0.2995  0.425
H -3.8128 -4.3774 -0.6462  0.329
H -4.7299 -3.9999 0.8137  0.320
H -3.1406 -4.7633 0.9363  0.307
H -2.8693 -0.7330 2.4113  0.334
H -2.6655 -2.3936 2.9677  0.296
H -4.2720 -1.8074 2.5141  0.293

Computed properties:
Net charge: -1
DFT total energy in a.u.: -2286.4341

***

Density functional theory data (wB97M-V/def2-TZVPD) for a 3-piece molecular cluster, C18H25BN2O7 overall.

Last column: Mulliken charge in e.
Positions of all 53 atoms, in Å:
C 5.3761 -5.8787 0.7423  -1.066
C 6.2910 -4.6582 0.9160  -0.302
O 5.9521 -3.6019 0.0374  -0.448
C 5.2383 -2.5589 0.6368  -0.710
C 3.9423 -2.9741 1.3186  -0.153
O 3.0792 -1.8505 1.2392  -0.394
C 1.8755 -2.0236 1.9258  -0.659
C 0.7125 -2.3514 0.9930  -0.154
O 0.9599 -2.1485 -0.3798  -0.373
C -0.3031 -2.2736 -0.9156  0.473
O -0.5948 -2.8666 -1.9343  -0.575
O -1.1654 -1.6268 -0.0977  -0.332
C -0.5816 -1.5151 1.2000  -0.043
B -1.3957 -2.3103 2.3117  0.751
O -2.6010 -2.8633 1.9661  -0.574
O -0.8766 -2.4282 3.5865  -0.576
H 5.9220 -6.7381 0.3978  0.321
H 4.8698 -6.0919 1.6740  0.291
H 4.6080 -5.6197 0.0328  0.344
H 7.2942 -4.9602 0.6533  0.400
H 6.3229 -4.3250 1.9461  0.307
H 5.8413 -2.0046 1.3529  0.299
H 4.9678 -1.8764 -0.1522  0.379
H 3.4760 -3.8050 0.8045  0.237
H 4.1384 -3.2140 2.3575  0.296
H 1.6363 -1.1342 2.4922  0.415
H 1.9551 -2.8295 2.6449  0.350
H 0.4326 -3.4077 1.1014  0.416
H -0.3188 -0.4930 1.4303  0.481
H -2.5683 -3.8205 1.9906  0.302
H -0.3517 -3.2241 3.6612  0.314
C -3.2606 0.9047 0.3635  0.301
C -4.3259 1.6386 0.8584  -0.695
C -4.7653 2.7333 0.1302  -0.327
N -4.2186 3.1223 -1.0194  -0.424
C -3.1954 2.4055 -1.4800  -0.345
C -2.6813 1.2927 -0.8322  -0.340
H -2.8904 0.0410 0.8978  0.372
H -4.8081 1.3697 1.7880  0.386
H -5.5981 3.3332 0.4803  0.356
H -2.7697 2.7461 -2.4181  0.387
H -1.8512 0.7442 -1.2539  0.338
C -3.1862 6.1604 -2.2225  -0.064
C -4.2264 6.4567 -3.0862  -0.386
C -4.0387 7.4614 -4.0236  -0.224
N -2.9136 8.1625 -4.1413  -0.570
C -1.9236 7.8660 -3.3037  -0.183
C -2.0065 6.8792 -2.3326  -0.495
H -3.2977 5.3809 -1.4814  0.478
H -5.1629 5.9187 -3.0343  0.381
H -4.8278 7.7228 -4.7204  0.342
H -1.0191 8.4531 -3.4212  0.346
H -1.1671 6.6805 -1.6803  0.347

Computed properties:
DFT total energy in a.u.: -1361.9503
SMILES string: CCOCCOC[C@@H]1OC(=O)O[C@H]1B(O)O.c1ccncc1.c1ccncc1

***

Computed values of E_LUMO (unit: eV) for the preceding records, in sequence: 0.6, 0.2, -4.2, -6.6, 2.6, -0.3.
Computed values of F_max (unit: eV/Å) for the preceding records, in sequence: 1.22, 4.43, 0.25, 1.59, 0.89, 2.68.
Computed values of HOMO energy (unit: eV) for the preceding records, in sequence: -8.032, -10.524, -11.902, -9.871, -5.579, -9.405.